# 1
{"formula": "C37H60F3NO25V2", "method": "the ωB97M-V functional and the def2-TZVPD basis", "largest_force_ev_per_a": 4.86, "total_charge": 0, "energy_ha": -5569.1337, "de_lowest_kcal_mol": 88.0, "e_homo_ev": -9.32, "gap_ha": 0.2368, "elements": ["O", "V", "O", "O", "V", "O", "C", "O", "O", "C", "F", "F", "F", "C", "C", "H", "H", "H", "H", "H", "H", "C", "C", "C", "C", "C", "C", "N", "O", "C", "C", "C", "H", "H", "H", "H", "H", "H", "H", "H", "H", "H", "H", "H", "H", "H", "H", "H", "H", "H", "C", "C", "C", "O", "C", "O", "O", "H", "H", "H", "H", "H", "H", "C", "C", "C", "O", "C", "O", "O", "H", "H", "H", "H", "H", "H", "C", "C", "C", "O", "C", "O", "O", "H", "H", "H", "H", "H", "H", "C", "C", "C", "O", "C", "O", "O", "H", "H", "H", "H", "H", "H", "C", "C", "C", "O", "C", "O", "O", "H", "H", "H", "H", "H", "H", "C", "C", "C", "O", "C", "O", "O", "H", "H", "H", "H", "H", "H"], "positions_angstrom": [[-3.907, 1.060, -0.712], [-3.244, 1.914, 0.423], [-3.412, 3.509, 0.181], [-0.413, 3.908, 3.982], [-0.502, 2.307, 3.817], [0.835, 1.556, 4.083], [-1.993, 0.515, 5.483], [-0.846, 0.980, 6.158], [-2.448, 1.465, 4.592], [-1.866, -1.001, 5.048], [-1.589, -1.655, 6.213], [-3.012, -1.547, 4.638], [-0.846, -1.212, 4.214], [-0.991, 1.542, 7.473], [0.446, 1.990, 7.810], [0.281, 2.188, 8.876], [1.243, 1.264, 7.681], [0.695, 2.895, 7.259], [-1.351, 0.754, 8.137], [-1.652, 2.406, 7.563], [-2.880, 0.406, 6.123], [-1.751, -0.952, 1.233], [-0.509, -0.283, 0.582], [-0.332, -0.956, -0.791], [0.659, -0.217, -1.659], [0.249, 1.214, -1.836], [0.134, 2.039, -0.476], [-0.675, 1.200, 0.420], [-1.254, 1.886, 1.499], [-0.697, 3.259, -0.977], [1.524, 2.396, 0.022], [0.629, -0.645, 1.531], [-2.162, -0.456, 2.120], [-1.648, -2.030, 1.316], [-2.720, -0.798, 0.722], [-1.283, -1.041, -1.323], [0.008, -1.993, -0.732], [0.575, -0.608, -2.674], [1.664, -0.223, -1.236], [-0.550, 1.324, -2.566], [1.169, 1.695, -2.190], [-0.141, 3.736, -1.787], [-0.895, 3.976, -0.182], [-1.625, 2.894, -1.417], [1.445, 2.698, 1.070], [1.810, 3.264, -0.570], [2.202, 1.544, 0.005], [0.947, -1.672, 1.359], [0.420, -0.478, 2.587], [1.440, 0.054, 1.306], [1.358, -5.169, -0.380], [0.557, -6.370, 0.136], [-0.731, -5.860, 0.829], [-1.824, -6.497, 0.145], [-1.259, -7.454, -0.625], [-1.911, -8.374, -1.025], [0.050, -7.308, -0.877], [1.595, -4.458, 0.410], [0.839, -4.669, -1.197], [2.302, -5.540, -0.784], [1.062, -6.934, 0.915], [-0.785, -4.782, 0.940], [-0.637, -6.370, 1.789], [4.881, 1.605, 3.073], [3.861, 0.517, 2.855], [4.377, -0.581, 1.949], [4.041, -1.824, 2.529], [3.480, -1.566, 3.772], [3.075, -2.388, 4.519], [3.403, -0.234, 3.957], [4.571, 2.384, 3.769], [5.062, 1.913, 2.041], [5.832, 1.287, 3.506], [2.934, 0.961, 2.484], [5.437, -0.482, 1.695], [3.955, -0.516, 0.939], [-0.018, -3.995, -5.012], [-1.326, -3.243, -5.150], [-1.440, -1.878, -4.520], [-1.863, -0.984, -5.586], [-1.757, -1.665, -6.720], [-2.085, -1.204, -7.786], [-1.384, -2.935, -6.574], [0.029, -4.338, -3.974], [0.852, -3.416, -5.310], [-0.165, -4.871, -5.643], [-2.178, -3.897, -4.962], [-0.482, -1.538, -4.127], [-2.188, -1.854, -3.728], [3.427, 5.077, -2.122], [4.659, 4.725, -1.292], [4.504, 4.913, 0.221], [4.812, 3.606, 0.633], [5.180, 2.779, -0.358], [5.615, 1.659, -0.237], [4.983, 3.335, -1.536], [3.571, 4.444, -2.999], [3.345, 6.106, -2.478], [2.444, 4.923, -1.678], [5.562, 5.273, -1.561], [3.540, 5.323, 0.524], [5.267, 5.569, 0.647], [-5.452, -2.615, 2.391], [-5.454, -3.408, 1.108], [-6.209, -2.818, -0.130], [-5.249, -2.751, -1.179], [-4.068, -3.180, -0.748], [-3.094, -3.206, -1.461], [-4.147, -3.525, 0.541], [-6.509, -2.427, 2.576], [-4.787, -1.751, 2.401], [-4.980, -3.303, 3.095], [-5.892, -4.368, 1.388], [-6.505, -1.807, 0.157], [-7.035, -3.420, -0.499], [1.506, 4.426, -5.303], [0.200, 3.862, -5.877], [-0.307, 2.727, -5.032], [-1.715, 2.824, -5.253], [-2.013, 4.147, -5.513], [-3.080, 4.638, -5.438], [-0.867, 4.772, -5.933], [2.360, 3.763, -5.153], [1.369, 4.943, -4.351], [1.925, 5.116, -6.040], [0.465, 3.488, -6.868], [-0.092, 2.862, -3.971], [0.020, 1.736, -5.342]]}

---

# 2
{"formula": "C5H9NS2", "method": "the ωB97M-V functional and the def2-TZVPD basis", "largest_force_ev_per_a": 5.62, "total_charge": 0, "energy_ha": -1046.8342, "de_lowest_kcal_mol": 134.3, "e_homo_ev": -8.61, "gap_ha": 0.3182, "elements": ["C", "C", "C", "C", "C", "H", "H", "H", "H", "H", "H", "H", "H", "H", "N", "S", "S"], "positions_angstrom": [[1.570, 0.917, 1.022], [1.090, -0.442, 0.336], [-0.190, -0.390, -0.524], [-0.507, 0.835, -1.259], [-2.531, 0.072, -0.020], [1.720, 0.280, 2.235], [2.632, 1.244, 0.324], [0.520, 1.664, 0.961], [0.648, -1.123, 1.215], [2.263, -2.728, -0.146], [-0.756, -1.412, -0.636], [-1.210, 0.786, -2.224], [-0.009, 1.711, -1.058], [-3.222, 0.968, -0.009], [-1.279, 0.404, -0.052], [2.634, -1.399, -0.348], [-3.374, -1.387, 0.183]]}

---

# 3
{"formula": "C4H12", "method": "the ωB97M-V functional and the def2-TZVPD basis", "largest_force_ev_per_a": 1.73, "total_charge": 1, "s2": 0.75, "energy_ha": -159.1698, "de_lowest_kcal_mol": 0.0, "spin_multiplicity": 2, "e_homo_ev": [-15.08, -15.08], "gap_ha": [0.4305, 0.1629], "elements": ["C", "H", "H", "H", "H", "C", "C", "C", "H", "H", "H", "H", "H", "H", "H", "H"], "positions_angstrom": [[-2.329, 4.088, -1.585], [-1.453, 3.683, -1.084], [-2.859, 3.251, -2.046], [-2.123, 4.729, -2.439], [-2.976, 4.562, -0.850], [-0.304, -1.362, 0.055], [1.120, -1.670, 0.139], [1.918, -1.684, 1.581], [-0.836, -1.781, 0.944], [-0.852, -1.986, -0.694], [-0.547, -0.309, -0.113], [1.710, -0.950, -0.424], [1.217, -2.745, -0.086], [2.527, -2.586, 1.680], [2.525, -0.777, 1.630], [1.185, -1.766, 2.398]]}

---

# 4
{"formula": "C2H8NO", "method": "the ωB97M-V functional and the def2-TZVPD basis", "largest_force_ev_per_a": 6.53, "total_charge": 1, "energy_ha": -210.5109, "de_lowest_kcal_mol": 152.0, "e_homo_ev": -14.90, "gap_ha": 0.2121, "elements": ["C", "O", "C", "N", "H", "H", "H", "H", "H", "H", "H", "H"], "positions_angstrom": [[-2.460, 0.029, -0.473], [-1.150, 0.358, 0.016], [1.400, -0.443, 0.231], [2.586, 0.387, 0.249], [-3.075, 0.794, -0.025], [-2.418, -0.014, -1.581], [-0.230, 0.082, -0.110], [1.775, -1.397, -0.170], [0.941, -0.613, 1.216], [2.425, 1.252, -0.287], [2.914, 0.590, 1.211], [-2.708, -1.025, -0.278]]}

---

# 5
{"formula": "C5H13BClFN2O2Tl", "method": "the ωB97M-V functional and the def2-TZVPD basis", "largest_force_ev_per_a": 4.25, "total_charge": 3, "energy_ha": -1214.3359, "e_homo_ev": -21.11, "gap_ha": 0.1513, "elements": ["C", "C", "B", "O", "C", "N", "O", "C", "F", "C", "N", "Cl", "H", "H", "H", "H", "H", "H", "H", "H", "H", "H", "H", "H", "H", "Tl"], "positions_angstrom": [[2.483, -1.039, 0.591], [2.292, 0.559, 0.345], [1.057, 0.736, -0.709], [1.255, 0.510, -2.098], [-0.412, 1.161, -0.026], [-0.333, 2.642, 0.219], [-1.525, 0.882, -0.875], [-2.650, 0.425, -0.172], [-2.865, 1.061, 1.034], [-2.533, -1.219, -0.021], [-1.851, -1.642, 1.195], [-1.521, -1.871, -1.424], [1.710, -1.572, -0.044], [2.372, -1.319, 1.675], [3.540, -1.275, 0.240], [2.001, 1.010, 1.345], [3.254, 0.984, -0.070], [1.474, -0.439, -2.323], [-0.453, 0.657, 0.985], [0.277, 3.111, -0.477], [0.110, 2.759, 1.148], [-3.583, 0.608, -0.811], [-3.542, -1.729, -0.140], [-2.103, -1.083, 2.023], [-0.838, -1.698, 1.045], [2.385, -2.218, -2.654]]}